Below is a 12-piece molecular cluster, C57H81N11O5P overall in a non-equilibrium geometry, with properties calculated with the ωB97M-V functional and the def2-TZVPD basis.

Bonds (Å) are listed after each position.
Geometry (Å):
1 N 2.996 -5.247 1.518  C63 1.366, H77 1.004, C148 1.369
2 O 0.561 -0.130 -3.235  H43 0.954, P116 1.761
3 O 2.274 -0.538 -1.427  C112 1.398, P116 1.745
4 H -3.595 7.445 -1.532  C67 1.077
5 H -12.196 -1.996 0.493  C90 1.077
6 C -4.842 -1.460 -0.802  C15 1.530, O54 1.437, H61 1.088, H83 1.089
7 H 7.374 -4.603 4.221  C25 1.077
8 H -10.939 0.957 3.188  N139 1.003
9 H -9.268 1.080 1.330  C58 1.075
10 H 9.788 -5.624 3.531  C128 1.077
11 H 7.264 6.465 0.884  C89 1.078
12 H 6.993 7.756 -1.494  C122 1.077
13 C -1.557 -2.470 0.987  C52 1.536, H84 1.093, H88 1.094, C149 1.521
14 C -10.473 -0.563 0.438  C58 1.367, C90 1.421, H142 1.077
15 C -3.978 -2.185 0.233  C6 1.530, H56 1.089, H87 1.089, C149 1.531
16 H 0.720 -2.245 -0.968  C39 1.090
17 H -5.314 3.795 -2.653  N76 1.006
18 H 2.730 4.636 0.374  C40 1.084
19 C 8.808 5.176 -3.228  H49 1.076, C107 1.370, N119 1.367
20 N 8.599 2.765 0.970  C48 1.367, H99 1.003, C154 1.370
21 H 8.558 -0.440 1.534  C136 1.077
22 N -6.662 3.958 4.405  C33 1.368, C111 1.368, H134 1.002
23 H 2.297 1.477 1.630  C147 1.095
24 C -6.076 5.760 -2.885  C73 1.369, N76 1.369, H115 1.077
25 C 7.690 -5.063 3.300  H7 1.077, N91 1.365, C128 1.372
26 C 1.062 0.946 -0.075  H29 1.098, O57 1.409, C112 1.534, C147 1.527
27 H 2.227 -0.779 0.672  C112 1.093
28 C -8.976 -2.334 -4.494  C37 1.421, H46 1.077, C70 1.368
29 H 0.048 0.998 0.342  C26 1.098
30 H -7.032 2.144 5.463  C111 1.076
31 H 0.017 -1.143 1.755  C52 1.093
32 C -8.658 -7.535 -5.021  N100 1.367, C101 1.370, H137 1.077
33 C -6.852 4.394 3.122  N22 1.368, H105 1.076, C121 1.368
34 H 3.452 -3.167 1.522  C63 1.077
35 H 10.714 3.360 -5.134  C44 1.076
36 H 7.852 1.079 6.157  C143 1.077
37 C -9.140 -3.451 -3.630  C28 1.421, C51 1.370, H120 1.078
38 H -7.985 -1.218 -1.683  N150 1.005
39 C 0.391 -1.405 -0.356  H16 1.090, C52 1.528, H106 1.083, C112 1.555
40 C 2.243 4.268 1.270  H18 1.084, H65 1.084, C85 1.389
41 H 11.135 6.022 -5.398  C62 1.077
42 H -6.011 7.931 -2.682  C73 1.077
43 H 0.946 -0.746 -3.853  O2 0.954
44 C 10.237 4.186 -4.636  H35 1.076, C62 1.370, N119 1.368
45 H 7.016 0.366 -0.553  C103 1.077
46 H -9.199 -2.289 -5.546  C28 1.077
47 H -8.924 -9.647 -5.503  C101 1.077
48 C 7.747 2.348 -0.014  N20 1.367, H95 1.075, C103 1.369
49 H 8.028 5.222 -2.488  C19 1.076
50 O -4.851 1.160 -1.870  C72 1.208
51 C -8.731 -3.066 -2.380  C37 1.370, H53 1.077, N150 1.367
52 C -0.126 -1.911 0.991  C13 1.536, H31 1.093, C39 1.528, H135 1.094
53 H -8.692 -3.606 -1.449  C51 1.077
54 O -5.470 -0.292 -0.249  C6 1.437, C72 1.359
55 H 3.045 1.577 -2.107  P116 1.463
56 H -4.001 -3.249 0.005  C15 1.089
57 O 0.901 1.485 -1.367  C26 1.409, P116 1.713
58 C -10.092 0.389 1.342  H9 1.075, C14 1.367, N139 1.366
59 H -6.282 -7.524 -2.807  C94 1.076
60 C 8.753 -6.068 1.594  C66 1.371, H123 1.077, C128 1.421
61 H -4.205 -1.228 -1.652  C6 1.088
62 C 10.426 5.538 -4.748  H41 1.077, C44 1.370, C107 1.423
63 C 3.433 -4.084 2.086  N1 1.366, H34 1.077, C81 1.372
64 H 4.164 -3.644 4.096  C81 1.078
65 H 2.485 4.603 2.272  C40 1.084
66 C 7.460 -5.817 1.213  C60 1.371, N91 1.365, H108 1.076
67 C -4.284 6.718 -1.926  H4 1.077, C73 1.421, C125 1.369
68 H 2.836 2.152 0.064  C147 1.096
69 H 5.863 -4.900 2.255  N91 1.009
70 C -8.473 -1.309 -3.738  C28 1.368, H92 1.076, N150 1.368
71 H -2.543 -0.621 0.542  C149 1.093
72 C -4.999 0.901 -0.700  O50 1.208, O54 1.359, C140 1.504
73 C -5.546 6.971 -2.528  C24 1.369, H42 1.077, C67 1.421
74 H 6.625 -0.009 4.002  C104 1.076
75 H -7.698 3.406 1.372  C121 1.078
76 N -5.189 4.784 -2.519  H17 1.006, C24 1.369, C125 1.367
77 H 2.670 -5.337 0.573  N1 1.004
78 H -5.056 2.879 0.135  C140 1.086
79 C -7.372 -9.066 -3.995  C94 1.370, C101 1.421, H114 1.077
80 H 3.727 -6.295 4.510  C126 1.077
81 C 3.784 -4.358 3.383  C63 1.372, H64 1.078, C126 1.423
82 C 8.962 -1.887 5.257  N117 1.368, C132 1.370, H153 1.076
83 H -5.615 -2.122 -1.190  C6 1.089
84 H -1.528 -3.497 0.615  C13 1.093
85 C 1.355 3.216 1.080  C40 1.389, C147 1.488, H151 1.090
86 H -3.274 4.756 -1.594  C125 1.077
87 H -4.391 -1.967 1.218  C15 1.089
88 H -1.882 -2.545 2.029  C13 1.094
89 C 6.640 6.174 0.055  H11 1.078, C122 1.423, C130 1.371
90 C -11.636 -1.198 0.952  H5 1.077, C14 1.421, C138 1.370
91 N 6.825 -5.204 2.254  C25 1.365, C66 1.365, H69 1.009
92 H -8.205 -0.301 -4.001  C70 1.076
93 H -2.220 -1.681 -0.864  C149 1.088
94 C -7.020 -7.826 -3.529  H59 1.076, C79 1.370, N100 1.367
95 H 7.305 3.051 -0.697  C48 1.075
96 H 8.911 3.079 -3.420  N119 1.004
97 H 4.559 4.345 -1.509  N133 1.007
98 H 5.651 4.288 0.729  C130 1.076
99 H 8.873 3.717 1.127  N20 1.003
100 N -7.805 -6.903 -4.161  C32 1.367, C94 1.367, H141 1.006
101 C -8.414 -8.881 -4.943  C32 1.370, H47 1.077, C79 1.421
102 H 1.642 1.802 -3.493  P116 1.441
103 C 7.621 0.989 0.085  H45 1.077, C48 1.369, C136 1.421
104 C 7.422 -0.398 4.612  H74 1.076, N117 1.367, C143 1.369
105 H -6.564 5.387 2.824  C33 1.076
106 H -0.336 -0.846 -0.932  C39 1.083
107 C 9.518 6.167 -3.852  C19 1.370, C62 1.423, H109 1.077
108 H 6.941 -6.021 0.292  C66 1.076
109 H 9.400 7.225 -3.686  C107 1.077
110 C -7.584 2.276 3.306  C111 1.369, H113 1.077, C121 1.422
111 C -7.101 2.668 4.526  N22 1.368, H30 1.076, C110 1.369
112 C 1.627 -0.476 -0.189  O3 1.398, C26 1.534, H27 1.093, C39 1.555
113 H -7.998 1.309 3.076  C110 1.077
114 H -6.932 -10.001 -3.689  C79 1.077
115 H -7.007 5.509 -3.363  C24 1.077
116 P 1.915 0.756 -2.540  O2 1.761, O3 1.745, H55 1.463, O57 1.713, H102 1.441, H129 1.453
117 N 7.977 -1.618 4.346  C82 1.368, C104 1.367, H144 1.004
118 H 9.724 -0.730 6.942  C132 1.077
119 N 9.255 3.977 -3.707  C19 1.367, C44 1.368, H96 1.004
120 H -9.518 -4.425 -3.897  C37 1.078
121 C -7.425 3.373 2.414  C33 1.368, H75 1.078, C110 1.422
122 C 6.498 6.849 -1.189  H12 1.077, C89 1.423, C124 1.370
123 H 9.508 -6.541 0.988  C60 1.077
124 C 5.612 6.127 -1.944  C122 1.370, H127 1.076, N133 1.367
125 C -4.094 5.362 -1.941  C67 1.369, N76 1.367, H86 1.077
126 C 3.555 -5.745 3.600  H80 1.077, C81 1.423, C148 1.369
127 H 5.236 6.285 -2.940  C124 1.076
128 C 8.900 -5.588 2.923  H10 1.077, C25 1.372, C60 1.421
129 H 2.810 0.100 -3.478  P116 1.453
130 C 5.835 5.065 0.008  C89 1.371, H98 1.076, N133 1.364
131 H 2.773 -7.266 2.169  C148 1.076
132 C 9.041 -0.821 6.114  C82 1.370, H118 1.077, C143 1.423
133 N 5.212 5.049 -1.206  H97 1.007, C124 1.367, C130 1.364
134 H -6.259 4.502 5.144  N22 1.002
135 H 0.537 -2.734 1.276  C52 1.094
136 C 8.428 0.567 1.177  H21 1.077, C103 1.421, C154 1.370
137 H -9.363 -6.977 -5.612  C32 1.077
138 C -11.921 -0.605 2.155  C90 1.370, N139 1.370, H145 1.076
139 N -10.977 0.360 2.382  H8 1.003, C58 1.366, C138 1.370
140 C -4.713 1.884 0.401  C72 1.504, H78 1.086, H146 1.086, H155 1.088
141 H -7.760 -5.909 -4.016  N100 1.006
142 H -9.978 -0.786 -0.491  C14 1.077
143 C 8.062 0.125 5.703  H36 1.077, C104 1.369, C132 1.423
144 H 7.704 -2.226 3.595  N117 1.004
145 H -12.709 -0.788 2.864  C138 1.076
146 H -3.648 1.909 0.615  C140 1.086
147 C 1.964 1.917 0.685  H23 1.095, C26 1.527, H68 1.096, C85 1.488
148 C 3.070 -6.265 2.430  N1 1.369, C126 1.369, H131 1.076
149 C -2.545 -1.649 0.174  C13 1.521, C15 1.531, H71 1.093, H93 1.088
150 N -8.332 -1.761 -2.454  H38 1.005, C51 1.367, C70 1.368
151 H 0.277 3.324 1.195  C85 1.090
152 H 9.690 1.806 2.536  C154 1.077
153 H 9.518 -2.808 5.217  C82 1.076
154 C 9.016 1.687 1.705  N20 1.370, C136 1.370, H152 1.077
155 H -5.268 1.577 1.284  C140 1.088

Values from the calculation:
gap between HOMO and LUMO = 6.574 eV
electronic energy = -96335.76789 eV
total charge = -1
energy relative to the best compared isomer or geometry (same formula, charge and spin) = 0.00 kcal per mole